Entry 1:
Formula: C33H68N10O11
Source: OMol25
Level of theory: the ωB97M-V functional and the def2-TZVPD basis

```
122
Properties=species:S:1:pos:R:3:forces:R:3:lowdin_spin:R:1
C -5.695 2.451 -2.457 -1.6 1.5 1.6 0.00
O -6.535 2.104 -1.606 1.3 -0.1 -1.7 0.00
N -4.620 1.824 -2.881 2.3 -0.9 -0.8 0.00
C -3.514 2.408 -3.728 -2.1 -0.5 0.7 0.00
C -4.412 0.433 -2.570 0.2 -0.1 0.1 0.00
H -5.725 3.448 -2.924 -0.3 0.2 0.1 0.00
H -3.814 3.398 -4.072 0.1 0.0 0.0 0.00
H -3.469 1.712 -4.566 0.6 0.3 -0.2 0.00
H -2.585 2.468 -3.161 0.0 -0.1 -0.1 0.00
H -5.284 0.114 -2.000 0.3 -0.4 -0.1 0.00
H -4.240 -0.115 -3.497 -0.6 -0.2 -0.2 0.00
H -3.474 0.256 -2.044 -0.2 0.3 0.5 0.00
C -4.705 -4.417 2.630 1.5 0.9 -1.4 0.00
O -3.702 -3.819 2.239 -0.9 -0.8 0.8 0.00
N -5.951 -3.942 2.496 -0.7 0.0 0.2 0.00
C -7.069 -4.790 2.837 -0.4 -0.1 -0.1 0.00
C -6.264 -2.578 2.096 0.0 0.3 0.4 0.00
H -4.700 -5.448 3.016 0.2 0.1 0.2 0.00
H -6.771 -5.791 3.148 0.3 0.1 -0.1 0.00
H -7.695 -4.922 1.954 -0.3 0.1 0.0 0.00
H -7.650 -4.370 3.658 -0.2 0.1 -0.1 0.00
H -5.372 -1.957 2.021 0.1 -0.4 0.0 0.00
H -6.832 -2.497 1.169 0.1 -0.4 -0.2 0.00
H -6.904 -2.112 2.846 0.0 -0.1 0.3 0.00
C -6.917 -4.787 -1.650 0.2 -3.4 -0.2 0.00
O -7.172 -6.009 -1.790 -0.1 2.6 0.3 0.00
N -5.662 -4.332 -1.548 1.9 -0.4 0.9 0.00
C -5.444 -2.946 -1.195 0.4 0.2 0.3 0.00
C -4.482 -5.295 -1.317 -1.4 0.2 -0.5 0.00
H -7.674 -3.992 -1.570 -0.1 -0.2 -0.2 0.00
H -4.839 -2.451 -1.955 0.0 0.1 0.0 0.00
H -4.941 -2.870 -0.231 0.3 -0.1 -0.1 0.00
H -6.376 -2.399 -1.052 -0.1 -0.1 -0.4 0.00
H -3.519 -4.948 -1.691 -0.4 0.5 -0.3 0.00
H -4.303 -5.530 -0.267 -0.4 0.4 0.2 0.00
H -4.741 -6.236 -1.803 0.0 0.2 -0.1 0.00
C 2.315 2.503 -2.848 0.7 0.7 1.0 0.00
O 3.428 2.660 -3.299 0.3 -0.3 -0.8 0.00
N 1.800 3.310 -1.886 1.0 0.2 -0.7 0.00
C 0.617 2.877 -1.248 -1.1 0.6 0.6 0.00
C 2.506 4.471 -1.319 -0.2 -0.1 -0.8 0.00
H 1.638 1.673 -3.102 0.1 0.1 -0.2 0.00
H -0.124 3.675 -1.279 -0.2 0.2 0.4 0.00
H 0.849 2.620 -0.215 -0.5 -0.3 0.1 0.00
H 0.144 2.068 -1.805 0.3 -0.3 0.2 0.00
H 2.688 4.341 -0.252 -0.1 0.1 -0.1 0.00
H 3.444 4.694 -1.828 0.1 -0.7 0.0 0.00
H 1.934 5.376 -1.518 -0.4 0.0 0.4 0.00
C 3.292 -0.699 -4.693 0.4 0.2 1.1 0.00
O 3.244 -1.153 -5.801 -0.4 -0.5 -2.2 0.00
N 3.544 -1.486 -3.634 0.4 0.7 3.9 0.00
C 3.817 -0.847 -2.209 -0.7 -0.8 -1.7 0.00
C 3.700 -2.958 -3.734 0.0 1.6 -0.3 0.00
H 3.157 0.371 -4.474 0.0 -0.1 0.2 0.00
H 4.882 -0.785 -1.981 0.1 -0.1 -0.3 0.00
H 3.325 -1.401 -1.410 0.0 -0.4 -0.3 0.00
H 3.390 0.150 -2.101 0.1 0.0 -0.6 0.00
H 4.758 -3.196 -3.841 0.1 -0.2 0.3 0.00
H 3.262 -3.374 -2.826 0.1 -0.3 -0.2 0.00
H 3.221 -3.281 -4.658 -0.2 -0.1 0.2 0.00
C -0.229 0.543 -5.735 0.5 -0.9 1.7 0.00
O 0.807 1.077 -5.363 -0.9 -0.1 -0.5 0.00
N -0.823 -0.493 -5.030 -0.2 0.4 -1.4 0.00
C -2.066 -1.158 -5.536 0.6 0.5 1.6 0.00
C -0.240 -1.052 -3.788 -0.1 0.2 -1.2 0.00
H -0.787 0.841 -6.637 0.0 -0.1 0.0 0.00
H -2.322 -0.968 -6.579 0.6 -0.2 0.0 0.00
H -2.922 -0.832 -4.945 -0.2 0.4 0.0 0.00
H -2.021 -2.207 -5.246 0.3 -0.2 -0.7 0.00
H 0.771 -0.701 -3.582 -0.3 0.7 -0.1 0.00
H -0.937 -0.817 -2.984 0.3 -0.5 0.3 0.00
H -0.060 -2.109 -3.981 -0.5 -0.3 0.4 0.00
C 6.039 3.851 1.280 1.5 0.9 0.0 0.00
O 6.161 4.689 2.149 -0.3 0.7 1.0 0.00
N 5.009 3.078 1.045 -2.3 -1.4 -1.1 0.00
C 5.099 2.029 0.015 0.1 -0.5 0.7 0.00
C 3.809 3.000 1.923 1.7 0.1 0.5 0.00
H 6.906 3.724 0.613 -0.2 -0.4 -0.5 0.00
H 4.152 1.819 -0.481 0.0 0.5 0.0 0.00
H 5.315 1.096 0.536 0.1 -0.3 -0.1 0.00
H 5.903 2.214 -0.698 -0.2 0.3 0.0 0.00
H 3.794 2.006 2.369 -0.4 -0.2 -0.3 0.00
H 4.009 3.678 2.753 -0.2 0.3 -0.2 0.00
H 2.865 3.224 1.426 0.2 -0.1 -0.1 0.00
C 4.835 -0.675 5.625 -1.0 -1.2 3.9 0.00
O 4.539 -1.080 6.807 1.3 1.2 -3.7 0.00
N 6.079 -0.556 5.116 -0.1 -0.8 -0.8 0.00
C 6.216 -0.175 3.710 -0.1 -0.2 -0.3 0.00
C 7.306 -0.936 5.818 -0.5 0.6 0.5 0.00
H 4.030 -0.364 4.940 0.2 0.0 0.0 0.00
H 6.678 -0.950 3.098 0.5 -0.2 0.3 0.00
H 6.784 0.749 3.593 0.0 0.1 0.1 0.00
H 5.252 -0.084 3.211 -0.3 0.4 0.4 0.00
H 7.096 -1.237 6.844 -0.3 0.5 0.0 0.00
H 7.885 -1.781 5.447 -0.3 0.0 -0.9 0.00
H 7.901 -0.024 5.775 0.5 -0.2 0.4 0.00
C 0.323 2.926 3.276 -0.2 0.9 0.4 0.00
O -0.764 3.036 2.738 0.2 0.0 0.0 0.00
N 0.766 3.800 4.257 0.6 -1.0 -1.2 0.00
C 2.100 3.600 4.893 -1.3 0.8 0.0 0.00
C -0.037 4.960 4.616 1.1 0.0 0.9 0.00
H 1.035 2.136 2.992 0.1 0.0 0.3 0.00
H 2.792 4.399 4.628 0.2 -0.2 -0.6 0.00
H 2.476 2.599 4.682 0.0 0.2 -0.1 0.00
H 2.012 3.740 5.971 -0.3 -0.4 0.2 0.00
H 0.588 5.852 4.629 0.3 0.1 -0.2 0.00
H -0.883 5.188 3.968 0.1 -0.7 0.1 0.00
H -0.276 4.811 5.669 -0.8 0.2 0.0 0.00
C -2.138 -1.225 0.964 0.6 -0.2 -1.3 0.11
C -1.563 -1.466 2.212 -0.8 0.0 -0.1 0.00
C -0.255 -1.146 2.478 1.3 0.6 -0.9 0.09
C 0.506 -0.528 1.442 1.5 0.1 -0.5 0.03
C -0.063 -0.363 0.155 0.4 0.7 -0.4 0.06
C -1.347 -0.722 -0.110 -1.6 -0.1 2.5 0.00
N 1.893 -0.087 1.600 -6.3 -2.2 -0.3 0.27
O 2.325 -0.024 2.733 2.1 0.2 4.4 0.20
O 2.492 0.315 0.628 2.4 1.5 -3.7 0.19
H -3.136 -1.500 0.657 -0.3 -0.1 0.7 0.01
H -2.171 -1.863 3.012 -0.1 -0.2 0.0 0.00
H 0.239 -1.381 3.409 -0.1 0.2 0.1 0.01
H 0.399 0.227 -0.624 0.8 -0.2 0.3 0.01
H -1.925 -0.377 -0.954 0.5 -0.2 -0.6 0.00
```
Positions in Å, forces in eV/Å.

Output
E_tot in Ha: -2673.29909
E_LUMO (alpha / beta) in Ha: 0.0696 / 0.0696
Charge: -1
Strongest force on any atom in eV/A: 6.69
⟨S²⟩: 0.77
Kohn-Sham gap (alpha / beta) in eV: 4.20 / 7.88
2S+1: 2
HOMO (alpha / beta) in hartree: -0.0846 / -0.2199



Entry 2:
Formula: C33H68N2O10S3Si2
Source: OMol25
Level of theory: the ωB97M-V functional and the def2-TZVPD basis

```
118
Properties=species:S:1:pos:R:3:forces:R:3:mulliken_charge:R:1
C -4.413 -1.580 6.357 8.0 4.9 -0.5 -0.66
C -3.126 -0.980 6.210 -7.4 -4.7 0.4 -0.14
C -1.552 -0.734 5.789 -0.8 -0.1 1.5 -0.08
Si -1.262 -0.841 3.848 -0.2 -1.9 0.5 0.29
C -2.329 -2.398 3.298 0.1 -1.2 -0.8 -0.49
O -1.384 -3.448 2.791 -2.2 -0.3 0.8 -0.33
C -1.965 -4.793 2.973 1.8 -1.0 -0.5 -0.24
C -1.489 -5.678 1.640 0.1 -0.2 0.1 -0.90
O 0.409 -1.328 3.618 -1.1 3.6 1.1 -0.11
Si 1.552 -0.053 3.990 1.4 -2.3 0.5 0.30
N 1.335 0.740 5.589 1.1 0.9 -0.6 -0.53
C 3.313 -0.922 4.070 0.6 -0.6 1.0 -0.70
C 4.312 -0.468 2.852 -1.0 -0.4 0.1 -0.46
C 4.412 -1.682 1.751 0.9 0.4 -0.8 -0.59
C 6.017 -1.969 1.426 -0.1 -0.7 -0.2 -0.63
C 6.374 -3.566 1.610 -0.3 0.8 -1.1 -0.56
C 6.423 -4.213 0.093 0.2 -0.6 0.5 -0.29
C 7.976 -4.224 -0.482 0.0 -0.1 0.5 -0.42
C 8.351 -5.552 -1.367 0.4 0.1 -0.7 -0.80
C 7.145 -6.111 -2.328 0.8 -0.4 -0.6 -0.50
C 6.960 -5.117 -3.653 -0.6 -1.6 0.4 -0.45
C 5.383 -5.222 -4.089 0.0 0.2 0.2 -0.47
O 5.003 -4.106 -4.976 -1.2 -0.2 1.6 -0.34
C 3.690 -3.547 -4.570 0.2 -0.2 -0.3 -0.09
N -1.750 0.665 2.996 -2.8 -0.2 0.6 0.29
C -1.702 1.891 3.890 0.3 2.8 -0.5 -0.66
C -3.225 0.611 2.545 -5.0 -2.0 3.3 0.17
C -3.750 1.028 1.041 0.6 0.8 1.0 -0.59
O -4.196 0.220 3.416 6.3 2.3 -5.2 -0.48
H -5.569 -1.639 6.649 3.3 0.2 -0.8 0.28
H -1.207 0.287 6.245 -0.8 -2.0 -0.8 0.33
H -0.837 -1.564 6.261 -1.8 1.7 -0.8 0.30
H -2.892 -2.899 4.199 0.8 1.5 -1.7 0.31
H -3.044 -2.166 2.402 0.9 -0.4 1.9 0.22
H -1.387 -5.271 3.902 -1.6 1.0 -1.7 0.20
H -3.134 -4.788 3.121 2.4 0.0 -0.3 0.33
H -2.411 -5.891 0.941 2.0 0.5 1.3 0.25
H -1.006 -6.720 1.947 -1.2 2.2 -0.5 0.28
H -0.629 -5.106 1.047 -2.1 -1.0 1.4 0.23
H 1.676 0.918 2.873 -0.5 0.1 0.3 -0.13
H 1.515 1.784 5.490 -0.3 -1.8 0.4 0.23
H 2.014 0.355 6.306 -1.2 0.7 -1.2 0.27
H 3.814 -0.628 5.112 -1.1 -0.6 -2.2 0.26
H 3.165 -2.102 4.134 0.5 2.5 -0.3 0.30
H 5.369 -0.164 3.314 -2.4 -0.7 -1.3 0.28
H 3.802 0.456 2.316 1.4 -1.7 1.1 0.22
H 3.915 -1.365 0.715 0.9 -0.6 2.4 0.23
H 3.859 -2.683 2.091 1.3 2.3 -0.5 0.29
H 6.743 -1.351 2.108 -1.7 -1.0 -1.3 0.38
H 6.234 -1.683 0.293 -0.3 -0.5 2.5 0.27
H 5.525 -4.100 2.234 1.9 1.1 -1.1 0.32
H 7.425 -3.644 2.129 -2.1 -0.2 -1.0 0.30
H 5.958 -5.305 0.183 1.2 2.2 -0.4 0.26
H 5.747 -3.594 -0.669 1.3 -1.4 1.8 0.01
H 8.142 -3.210 -1.072 -0.3 -2.2 1.0 0.21
H 8.751 -4.202 0.425 -1.8 0.0 -1.9 0.33
H 8.797 -6.436 -0.709 -1.2 2.0 -1.2 0.31
H 9.237 -5.234 -2.093 -1.8 -0.8 1.5 0.26
H 7.505 -7.160 -2.747 -0.8 2.1 0.9 0.36
H 6.126 -6.313 -1.768 2.2 0.7 -1.0 0.28
H 7.304 -4.029 -3.378 -0.9 -2.1 -0.8 0.24
H 7.619 -5.607 -4.504 -1.2 1.5 1.7 0.28
H 4.718 -5.161 -3.114 1.4 -0.2 -1.8 0.32
H 5.116 -6.224 -4.676 0.8 1.9 1.4 0.20
H 3.378 -2.775 -5.405 0.5 -1.8 1.7 -0.28
H 2.941 -4.456 -4.474 1.2 2.1 -0.2 0.30
H 3.775 -2.973 -3.549 -0.2 -1.1 -1.8 0.21
H -0.909 1.843 4.748 -1.6 -0.2 -1.6 0.23
H -1.360 2.792 3.184 -0.7 -1.8 1.6 0.20
H -2.771 2.221 4.298 2.4 -1.1 -0.6 0.28
H -3.648 0.093 0.338 -0.1 1.9 1.3 0.27
H -4.877 1.407 1.122 2.6 -1.1 -0.1 0.22
H -3.102 1.957 0.697 -1.2 -2.2 0.5 -0.01
C -3.439 7.189 -0.776 0.2 0.1 0.1 -0.78
C -3.154 6.239 -1.937 0.0 0.2 -0.3 -0.67
C -2.948 4.844 -1.349 0.4 -0.2 -0.6 -0.69
S -3.899 4.794 0.162 -0.2 0.6 0.0 1.25
O -2.985 4.664 1.278 -0.3 -0.4 -0.1 -0.65
O -5.034 3.911 -0.017 0.2 -0.2 0.4 -0.70
C -4.468 6.482 0.093 0.3 0.3 -0.3 -0.42
H -3.807 8.159 -1.125 0.0 -0.1 0.1 0.34
H -2.519 7.361 -0.204 -0.1 0.0 -0.1 0.32
H -4.012 6.228 -2.620 0.1 0.0 0.1 0.27
H -2.280 6.557 -2.515 -0.1 -0.1 0.1 0.36
H -3.303 4.065 -2.028 0.1 0.0 0.3 0.41
H -1.899 4.668 -1.095 -0.2 0.0 0.1 0.38
H -4.537 6.895 1.101 -0.1 -0.3 -0.2 0.42
H -5.453 6.483 -0.383 0.5 -0.1 0.2 0.14
C 2.639 -0.941 -7.894 0.0 -0.3 -0.1 -0.60
C 2.097 0.044 -8.928 0.2 0.0 -0.3 -0.75
C 0.969 0.832 -8.264 -0.3 0.1 -0.7 -0.62
S 1.342 0.862 -6.517 0.1 0.3 0.3 1.17
O 0.321 0.112 -5.815 0.3 0.4 -0.1 -0.66
O 1.718 2.208 -6.132 -0.4 -0.5 0.1 -0.68
C 2.813 -0.140 -6.612 0.4 -0.3 0.0 -0.54
H 3.582 -1.392 -8.217 -0.1 0.0 0.1 0.42
H 1.914 -1.748 -7.736 0.1 0.1 0.0 0.34
H 2.897 0.730 -9.232 -0.1 -0.1 0.1 0.31
H 1.744 -0.468 -9.828 0.1 0.1 0.1 0.33
H 0.918 1.856 -8.642 -0.1 -0.1 0.2 0.35
H 0.003 0.337 -8.396 0.1 0.1 0.2 0.36
H 2.897 -0.766 -5.722 -0.1 0.3 0.0 0.24
H 3.672 0.534 -6.682 -0.2 0.0 0.1 0.35
C -9.896 5.485 2.357 -0.3 -0.1 0.0 -0.59
C -9.010 4.399 1.749 0.0 -0.3 0.2 -0.69
C -8.368 4.981 0.491 0.1 -0.6 -0.2 -0.10
S -8.258 6.744 0.756 -0.3 0.0 0.1 1.08
O -9.125 7.408 -0.195 0.5 0.0 0.2 -0.69
O -6.868 7.115 0.928 -1.0 0.4 -0.1 -0.60
C -9.056 6.754 2.350 -0.3 0.1 0.5 -0.72
H -10.222 5.225 3.368 0.0 0.1 -0.1 0.35
H -10.790 5.623 1.737 0.1 0.0 0.1 0.29
H -8.229 4.121 2.467 -0.1 0.0 -0.1 0.29
H -9.581 3.494 1.519 0.1 0.1 0.0 0.35
H -7.367 4.575 0.326 -0.1 0.2 -0.1 -0.09
H -8.990 4.809 -0.392 0.1 0.2 0.1 0.38
H -9.649 7.663 2.465 0.2 0.0 -0.1 0.39
H -8.275 6.714 3.115 0.0 0.0 -0.2 0.34
```
Positions in Å, forces in eV/Å.

Output
E_tot in Ha: -3933.19720
E_LUMO in Ha: 0.0196
Strongest force on any atom in eV/A: 9.37
Kohn-Sham gap in eV: 9.00
HOMO in hartree: -0.3113